[1]
DFT (ωB97M-V with the def2-TZVPD basis set) results for a single C3H7NO molecule in a non-equilibrium geometry.

Computed properties:
Strongest force on any atom in eV Å⁻¹: 2.9
Electronic energy in eV: -6760.506
2S+1: 1
SMILES string: N[C@@H]1C[C@H]1O
Relative energy (zero: lowest compared OMol25 entry of this formula, charge and spin) in kcal per mole: 51.7
HOMO energy in eV: -9.20

CARTESIAN COORDINATES (ANGSTROEM)
N 1.507 -0.367 0.726
C 0.152 -0.519 0.318
C -0.232 -0.331 -1.176
C -0.507 0.711 -0.172
O -1.875 1.052 0.067
H 2.080 -1.233 0.729
H 1.572 0.040 1.621
H -0.519 -1.383 0.715
H -1.003 -0.979 -1.542
H 0.498 -0.197 -1.935
H 0.274 1.531 -0.161
H -1.946 1.674 0.809

[2]
DFT (ωB97M-V with the def2-TZVPD basis set) results for 2 unconnected molecules or ions with the total composition C3H7NO in a non-equilibrium geometry.

Computed properties:
Strongest force on any atom in eV Å⁻¹: 1.9
Electronic energy in eV: -6761.270
2S+1: 1
SMILES string: NC=O.C=C
Relative energy (zero: lowest compared OMol25 entry of this formula, charge and spin) in kcal per mole: 34.1
HOMO energy in eV: -9.66

CARTESIAN COORDINATES (ANGSTROEM)
N -0.193 1.936 -0.094
C 0.605 1.501 -1.103
O 0.286 0.572 -1.849
H 0.110 2.630 0.572
H -1.058 1.435 0.068
H 1.567 2.031 -1.164
C 0.195 -1.594 0.069
C -0.677 -1.709 1.085
H 0.084 -2.201 -0.828
H 1.152 -1.071 0.205
H -1.510 -2.403 1.047
H -0.561 -1.127 1.992

[3]
DFT (ωB97M-V with the def2-TZVPD basis set) results for a single C3H7NO molecule.

Computed properties:
Strongest force on any atom in eV Å⁻¹: 0.4
Electronic energy in eV: -6762.737
2S+1: 1
SMILES string: CCC(N)=O
Relative energy (zero: lowest compared OMol25 entry of this formula, charge and spin) in kcal per mole: 0.3
HOMO energy in eV: -9.82

CARTESIAN COORDINATES (ANGSTROEM)
C -1.622 0.238 0.190
C -0.298 -0.497 0.381
C 0.858 0.419 0.001
N 1.879 -0.151 -0.699
O 0.870 1.601 0.297
H -2.452 -0.288 0.669
H -1.531 1.239 0.624
H -1.857 0.335 -0.875
H -0.276 -1.430 -0.193
H -0.164 -0.770 1.436
H 1.934 -1.137 -0.892
H 2.658 0.441 -0.939

[4]
DFT (ωB97M-V with the def2-TZVPD basis set) results for a molecular structure, C3H7NO in a non-equilibrium geometry.

Computed properties:
Strongest force on any atom in eV Å⁻¹: 3.1
Electronic energy in eV: -6758.716
2S+1: 1
Relative energy (zero: lowest compared OMol25 entry of this formula, charge and spin) in kcal per mole: 93.0
HOMO energy in eV: -8.68

CARTESIAN COORDINATES (ANGSTROEM)
C 1.126 -0.247 -0.811
C -0.274 -0.181 -0.303
N -1.353 -0.039 -1.038
C -0.705 0.141 1.068
O 0.223 0.639 1.989
H 0.870 1.354 1.964
H -1.336 -0.538 -1.936
H -1.830 0.435 0.358
H -1.179 -0.739 1.514
H 1.823 0.064 -0.030
H 1.357 -1.280 -1.091
H 1.277 0.392 -1.683

[5]
DFT (ωB97M-V with the def2-TZVPD basis set) results for 2 unconnected molecules or ions with the total composition C3H7NO in a non-equilibrium geometry.

Computed properties:
Strongest force on any atom in eV Å⁻¹: 1.1
Electronic energy in eV: -6760.627
2S+1: 1
SMILES string: COC#N.C
Relative energy (zero: lowest compared OMol25 entry of this formula, charge and spin) in kcal per mole: 49.0
HOMO energy in eV: -10.90

CARTESIAN COORDINATES (ANGSTROEM)
C 1.939 -0.152 0.514
O 1.094 0.807 -0.159
C 0.397 1.559 0.626
N -0.246 2.243 1.310
H 2.630 0.371 1.179
H 1.328 -0.863 1.076
H 2.481 -0.661 -0.282
C -1.932 -0.665 -0.204
H -1.303 -0.461 -1.075
H -2.978 -0.719 -0.515
H -1.639 -1.617 0.247
H -1.814 0.140 0.527

[6]
DFT (ωB97M-V with the def2-TZVPD basis set) results for 2 unconnected molecules or ions with the total composition C3H7NO in a non-equilibrium geometry.

Computed properties:
Strongest force on any atom in eV Å⁻¹: 1.3
Electronic energy in eV: -6759.802
2S+1: 1
SMILES string: C=CN.C=O
Relative energy (zero: lowest compared OMol25 entry of this formula, charge and spin) in kcal per mole: 68.0
HOMO energy in eV: -8.64

CARTESIAN COORDINATES (ANGSTROEM)
C 1.333 0.049 1.352
C 0.545 0.943 0.753
N 0.888 1.521 -0.483
H 1.970 -0.642 0.807
H 1.493 -0.012 2.423
H -0.442 1.239 1.106
H 1.803 1.149 -0.731
H 0.200 1.370 -1.221
C -1.970 -1.391 -0.958
O -1.694 -1.796 -2.058
H -1.103 -1.133 -0.329
H -3.022 -1.296 -0.660